Version a
# C2H8N3O

The ion C2H8N3O with charge +1 (ωB97M-V/def2-TZVPD, the OMol25 dataset).

The spin multiplicity is 1. Its charge is +1. The molar mass comes out at 90.11 g mol⁻¹. The calculation puts the highest occupied orbital energy at -0.543 Eh. Its SMILES is NC(N)=[NH+]CO. For the orbital gap, the calculation gives 11.55 eV.

```
14
Properties=species:S:1:pos:R:3:mulliken_charge:R:1
N -1.71 -1.00 -0.91 -0.402
C -0.88 -0.20 -0.20 0.673
N -1.23 0.51 0.88 -0.314
N 0.39 -0.17 -0.66 -0.151
C 1.64 0.44 -0.16 -0.253
O 1.53 0.79 1.20 -0.547
H -2.57 -1.31 -0.45 0.262
H -1.16 -1.69 -1.41 0.231
H -2.23 0.51 1.10 0.224
H -0.61 1.16 1.32 0.224
H 0.32 -0.89 -1.31 0.071
H 2.35 -0.41 -0.25 0.309
H 1.79 1.29 -0.81 0.333
H 2.38 0.96 1.66 0.340
```

***

Version b
# C2H8N3O

A cluster of 2 separate species, C2H8N3O in total (ωB97M-V/def2-TZVPD, the OMol25 dataset).

The spin multiplicity is 1. Its charge is +1. The molar mass comes out at 90.11 g mol⁻¹. The calculation puts the highest occupied orbital energy (alpha / beta) at -0.508 / -0.523 Eh. For the orbital gap (alpha / beta), the calculation gives 8.64 / 6.95 eV.

```
14
Properties=species:S:1:pos:R:3:mulliken_charge:R:1
C -1.47 0.03 0.20 0.653
C 2.55 0.21 -0.05 -0.526
N -2.44 0.34 -0.63 -0.315
N -1.34 -1.21 0.81 -0.340
N -0.42 0.83 0.64 -0.418
O 1.46 -0.44 -0.25 -0.331
H 2.99 0.42 1.01 0.304
H 2.86 1.11 -0.77 0.287
H 3.40 -0.46 -0.51 0.296
H -2.72 -0.45 -1.21 0.268
H -2.63 1.30 -0.92 0.269
H -1.69 -2.13 0.53 0.277
H -0.40 -1.26 1.23 0.317
H -0.31 1.85 0.48 0.258
```

***

Which one sits at the bottom of the stability order? version b does.

***

Version a
# C5H4NO5W

A structure of composition C5H4NO5W (ωB97M-V/def2-TZVPD, the OMol25 dataset).

The spin multiplicity is 3. Its charge is +3. The molar mass comes out at 341.93 g mol⁻¹. The calculation puts the highest occupied orbital energy (alpha / beta) at -0.815 / -0.821 Eh. For the orbital gap (alpha / beta), the calculation gives 3.86 / 4.49 eV.

```
16
Properties=species:S:1:pos:R:3:mulliken_charge:R:1
O -2.55 -4.54 -0.21 -0.082
C -1.56 -4.17 0.21 0.147
W 0.18 0.56 -0.40 1.236
O 2.24 -1.18 1.21 -0.001
C 1.10 -1.01 0.82 0.028
C 1.72 1.71 -0.10 0.212
O 2.62 2.46 0.07 -0.067
C -0.65 2.26 -1.75 0.280
O -0.88 2.93 -2.66 0.044
C 0.71 -0.37 -2.09 0.464
O 1.10 -0.89 -3.06 -0.026
H 0.28 -1.72 1.12 0.422
N -0.94 0.93 1.45 -0.861
H -1.79 1.48 1.32 0.392
H -0.37 1.47 2.11 0.407
H -1.22 0.09 1.96 0.405
```

***

Version b
# C5H4NO5W

A structure of composition C5H4NO5W (ωB97M-V/def2-TZVPD, the OMol25 dataset).

The spin multiplicity is 3. Its charge is +3. The molar mass comes out at 341.93 g mol⁻¹. The calculation puts the highest occupied orbital energy (alpha / beta) at -0.889 / -0.871 Eh. For the orbital gap (alpha / beta), the calculation gives 6.40 / 6.26 eV.

```
16
Properties=species:S:1:pos:R:3:mulliken_charge:R:1
O -1.76 -2.87 -0.15 0.005
C -1.07 -1.95 -0.14 0.193
W 0.31 -0.18 -0.12 1.305
O 2.41 -1.71 1.78 -0.047
C 1.64 -1.17 1.09 0.339
C 1.38 1.55 -0.19 0.074
O 2.02 2.53 -0.26 -0.063
C -1.04 0.94 -1.46 0.095
O -1.05 1.98 -2.05 -0.005
C 1.08 -0.80 -1.89 0.312
O 1.55 -1.13 -2.90 -0.054
H -1.87 0.10 -1.39 0.521
N -0.76 0.58 1.68 -0.839
H -1.58 1.15 1.44 0.362
H -0.15 1.16 2.26 0.398
H -1.10 -0.18 2.29 0.403
```

***

Which one sits at the bottom of the stability order? version a does.

***

Version a
# C4H13N2S

A cluster of 2 separate species, C4H13N2S in total (ωB97M-V/def2-TZVPD, the OMol25 dataset).

The spin multiplicity is 1. Its charge is +1. The molar mass comes out at 121.23 g mol⁻¹. The calculation puts the highest occupied orbital energy at -0.429 Eh. For the orbital gap, the calculation gives 8.14 eV.

```
20
Properties=species:S:1:pos:R:3:mulliken_charge:R:1
C 0.14 -0.19 1.32 -1.112
S -0.83 -1.35 2.35 -0.009
C -2.39 -0.40 2.36 -0.821
H 0.23 0.76 1.86 0.384
H -0.43 0.01 0.36 0.228
H 1.14 -0.61 1.08 0.373
H -3.17 -1.00 2.85 0.311
H -2.26 0.54 2.90 0.276
H -2.71 -0.20 1.34 0.269
C 0.74 -0.21 -3.67 -0.731
N 1.31 1.81 -0.62 -0.227
C 1.10 1.40 -1.87 0.267
N 0.99 0.16 -2.28 -0.141
H 1.51 -0.89 -3.99 0.315
H 0.78 0.71 -4.25 0.272
H -0.24 -0.71 -3.75 0.310
H 1.30 1.20 0.17 0.230
H 1.34 2.79 -0.43 0.235
H 1.03 2.16 -2.63 0.307
H 1.05 -0.58 -1.60 0.264
```

***

Version b
# C4H13N2S

A cluster of 2 separate species, C4H13N2S in total (ωB97M-V/def2-TZVPD, the OMol25 dataset).

The spin multiplicity is 1. Its charge is +1. The molar mass comes out at 121.23 g mol⁻¹. The calculation puts the highest occupied orbital energy at -0.453 Eh. For the orbital gap, the calculation gives 3.67 eV.

```
20
Properties=species:S:1:pos:R:3:mulliken_charge:R:1
C 3.49 0.02 0.97 -0.925
N 0.39 1.04 -1.02 -0.299
C -1.00 0.79 -0.99 -0.393
C -1.55 0.71 0.49 -0.680
S -3.04 -0.31 0.62 -0.123
C 2.60 -1.16 0.43 -0.273
N 2.06 -0.81 -0.82 -0.271
H 3.50 -0.01 2.05 0.312
H 4.49 -0.07 0.58 0.363
H 0.74 1.84 -1.54 0.254
H -1.29 -0.10 -1.54 0.303
H -1.49 1.64 -1.43 0.368
H -0.82 0.40 1.22 0.345
H -1.81 1.72 0.81 0.332
H -2.45 -1.35 1.23 0.146
H 1.75 -1.31 1.10 0.260
H 3.19 -2.07 0.38 0.348
H 2.77 -1.04 -1.54 0.261
H 1.11 0.26 -1.11 0.354
H 3.12 0.96 0.60 0.316
```

***

Which one sits at the bottom of the stability order? version b does.

***

Version a
# C4H13N2S

The ion C4H13N2S with charge +1 (ωB97M-V/def2-TZVPD, the OMol25 dataset).

The spin multiplicity is 1. Its charge is +1. The molar mass comes out at 121.23 g mol⁻¹. The calculation puts the highest occupied orbital energy at -0.447 Eh. Its SMILES is [NH3+]CCNCCS. For the orbital gap, the calculation gives 8.66 eV.

```
20
Properties=species:S:1:pos:R:3:mulliken_charge:R:1
N -0.35 -0.56 2.27 -0.269
C -0.16 -1.41 1.00 -0.652
C -1.14 -0.89 -0.02 -0.435
N -1.03 0.55 -0.08 -0.389
C 0.24 1.23 -0.54 -0.451
C 0.93 0.47 -1.70 -0.663
S 2.48 1.18 -2.24 -0.181
H 0.51 -0.64 2.84 0.356
H -1.16 -0.88 2.89 0.369
H -0.49 0.36 1.81 0.347
H 0.86 -1.34 0.60 0.303
H -0.23 -2.53 1.11 0.394
H -0.93 -1.36 -1.04 0.288
H -2.21 -1.19 0.20 0.404
H -1.83 1.10 -0.32 0.220
H 1.06 1.34 0.37 0.183
H -0.02 2.30 -0.73 0.522
H 1.30 -0.47 -1.33 0.136
H 0.18 0.32 -2.48 0.380
H 1.98 2.40 -2.60 0.137
```

***

Version b
# C4H13N2S

The ion C4H13N2S with charge +1 (ωB97M-V/def2-TZVPD, the OMol25 dataset).

The spin multiplicity is 1. Its charge is +1. The molar mass comes out at 121.23 g mol⁻¹. The calculation puts the highest occupied orbital energy at -0.441 Eh. Its SMILES is [NH3+]CCNCCS. For the orbital gap, the calculation gives 8.56 eV.

```
20
Properties=species:S:1:pos:R:3:mulliken_charge:R:1
N -0.75 -2.20 1.00 -0.361
C -0.78 -1.63 -0.41 -0.599
C -1.24 -0.25 -0.22 -0.439
N -0.28 0.25 0.80 -0.345
C 1.04 0.72 0.10 -0.545
C 0.93 2.23 -0.21 -0.971
S 2.35 3.04 -1.07 -0.153
H -0.12 -3.11 0.98 0.384
H -1.63 -2.47 1.41 0.341
H -0.39 -1.47 1.69 0.392
H 0.31 -1.74 -0.97 0.270
H -1.31 -2.36 -0.95 0.466
H -1.17 0.20 -1.27 0.234
H -2.33 -0.22 -0.04 0.428
H -0.65 0.93 1.40 0.211
H 1.14 0.16 -0.83 0.378
H 1.73 0.56 0.84 0.355
H 0.14 2.42 -0.81 0.423
H 0.78 2.62 0.73 0.416
H 2.23 2.32 -2.18 0.118
```

***

Which one sits at the bottom of the stability order? version b does.

***

Version a
# C3H8NOP

A structure of composition C3H8NOP (ωB97M-V/def2-TZVPD, the OMol25 dataset).

The spin multiplicity is 1. The molar mass comes out at 105.08 g mol⁻¹. The calculation puts the highest occupied orbital energy (alpha / beta) at -0.276 / -0.276 Eh. For the orbital gap (alpha / beta), the calculation gives 7.18 / 7.18 eV.

```
14
Properties=species:S:1:pos:R:3:mulliken_charge:R:1
C 1.46 1.06 -0.86 -0.130
C 0.82 0.35 1.36 -0.808
C -1.61 -1.53 -0.13 -1.125
N 0.54 0.67 -0.03 0.084
O -1.11 0.73 -2.14 -0.558
P -1.25 0.68 -0.68 0.244
H 2.59 1.29 -0.65 0.253
H 1.01 1.43 -1.86 0.229
H 1.68 1.02 1.87 0.311
H -0.07 0.48 1.91 0.304
H 1.22 -0.75 1.52 0.267
H -0.90 -2.23 -0.27 0.352
H -1.95 -1.44 0.91 0.292
H -2.43 -1.75 -0.95 0.286
```

***

Version b
# C3H8NOP

The molecule C3H8NOP (ωB97M-V/def2-TZVPD, the OMol25 dataset).

The spin multiplicity is 1. The molar mass comes out at 105.08 g mol⁻¹. The calculation puts the highest occupied orbital energy (alpha / beta) at -0.293 / -0.315 Eh. For the orbital gap (alpha / beta), the calculation gives 7.86 / 7.62 eV.

```
14
Properties=species:S:1:pos:R:3:mulliken_charge:R:1
C 0.23 2.39 -0.23 -0.680
C 1.32 0.04 0.36 -0.789
C -1.62 -1.50 -0.31 -0.924
N 0.04 0.72 0.19 0.110
O -2.47 1.04 0.12 -0.569
P -1.45 0.12 0.64 0.330
H 1.02 2.96 0.10 0.350
H -0.58 2.81 -0.68 0.367
H 2.03 0.42 1.24 0.229
H 0.93 -0.92 0.64 0.253
H 1.76 0.13 -0.53 0.374
H -1.71 -1.22 -1.42 0.262
H -0.83 -2.18 -0.06 0.327
H -2.58 -1.74 -0.19 0.359
```

***

Which one sits at the bottom of the stability order? version b does.

***

Version a
# C2H3F2OP

The molecule C2H3F2OP (ωB97M-V/def2-TZVPD, the OMol25 dataset).

The spin multiplicity is 1. The molar mass comes out at 112.02 g mol⁻¹. The calculation puts the highest occupied orbital energy (alpha / beta) at -0.302 / -0.302 Eh. Its SMILES is O=C[PH2]=C(F)F. For the orbital gap (alpha / beta), the calculation gives 7.96 / 7.96 eV.

```
9
Properties=species:S:1:pos:R:3:mulliken_charge:R:1
O -0.15 -0.38 -2.13 -0.387
C 0.08 0.34 -1.20 0.073
P -0.29 -0.10 0.58 0.042
C -0.86 1.54 1.43 0.094
F -1.32 1.48 2.65 -0.176
F -1.82 1.91 0.58 -0.188
H 0.65 1.32 -1.28 0.331
H 1.09 -0.36 0.93 0.100
H -0.43 -1.56 0.39 0.111
```

***

Version b
# C2H3F2OP

The molecule C2H3F2OP (ωB97M-V/def2-TZVPD, the OMol25 dataset).

The spin multiplicity is 1. The molar mass comes out at 112.02 g mol⁻¹. The calculation puts the highest occupied orbital energy at -0.363 Eh. Its SMILES is O=CC(F)(F)P. For the orbital gap, the calculation gives 10.49 eV.

```
9
Properties=species:S:1:pos:R:3:mulliken_charge:R:1
O -1.35 1.24 0.49 -0.341
C -0.20 1.15 0.55 -0.104
C 0.67 -0.22 0.07 0.561
F 1.26 -0.78 1.21 -0.262
F 1.75 0.15 -0.67 -0.248
P -0.37 -1.45 -0.85 -0.010
H 0.36 2.03 0.94 0.350
H -1.37 -1.50 0.01 0.037
H -0.74 -0.61 -1.76 0.018
```

***

Which one sits at the bottom of the stability order? version a does.